This record from the Open Molecules 2025 dataset describes a structure of composition C17H25GeN7OReSSe. The level of theory is ωB97M-V/def2-TZVPD.

As for the net charge: +2. The value obtained for the energy relative to the best compared isomer or geometry (same formula, charge and spin) is 0.0 kcal/mol. As for the multiplicity: 4.

Element x y z (Å)
Re (0.032, 0.339, 0.455)
C (-1.275, 4.323, 1.626)
C (-1.119, 2.884, 1.301)
N (0.022, 2.313, 1.043)
N (1.157, 3.090, 1.089)
C (2.248, 2.430, 0.800)
N (3.406, 3.088, 0.814)
S (2.342, 0.715, 0.385)
C (-2.292, 1.988, 1.239)
C (-3.575, 2.387, 1.549)
C (-4.606, 1.457, 1.477)
C (-4.328, 0.155, 1.098)
C (-3.022, -0.183, 0.793)
N (-2.031, 0.713, 0.862)
H (-0.311, 4.809, 1.718)
H (-1.835, 4.442, 2.555)
H (-1.846, 4.813, 0.832)
H (3.412, 4.074, 1.024)
H (4.271, 2.638, 0.568)
H (-3.773, 3.409, 1.839)
H (-5.619, 1.753, 1.718)
H (-5.105, -0.593, 1.030)
H (-2.750, -1.184, 0.482)
N (0.440, -3.425, -1.498)
C (0.250, -2.117, -1.451)
O (0.125, -1.574, -0.265)
C (0.197, -1.348, -2.651)
C (-0.077, -0.049, -2.301)
N (-0.255, 0.820, -1.545)
C (0.452, -1.896, -3.933)
N (0.629, -2.360, -4.969)
H (0.510, -3.962, -0.650)
H (0.523, -3.902, -2.384)
C (-0.124, -1.505, 6.286)
Ge (-0.236, 0.332, 5.678)
C (-2.041, 0.839, 5.144)
C (0.578, 1.601, 6.886)
C (0.776, 0.462, 3.957)
Se (0.152, -0.877, 2.675)
C (1.729, -2.000, 2.576)
H (-0.771, -1.650, 7.151)
H (0.896, -1.743, 6.591)
H (-0.441, -2.212, 5.518)
H (-2.742, 0.713, 5.969)
H (-2.395, 0.222, 4.314)
H (-2.059, 1.889, 4.845)
H (0.014, 1.640, 7.818)
H (0.589, 2.602, 6.454)
H (1.601, 1.308, 7.122)
H (1.853, 0.325, 4.047)
H (0.593, 1.435, 3.502)
H (1.848, -2.427, 3.568)
H (2.589, -1.398, 2.294)
H (1.531, -2.777, 1.846)



This record from the Open Molecules 2025 dataset describes a structure of composition C10H20Cl2N2RuS in a non-equilibrium geometry. The level of theory is ωB97M-V/def2-TZVPD.

As for the net charge: -1. The value obtained for the energy relative to the best compared isomer or geometry (same formula, charge and spin) is 12.9 kcal/mol. As for the multiplicity: 6.

Element x y z (Å)
Ru (0.287, -0.326, -0.297)
Cl (2.568, -0.073, -0.229)
Cl (-2.018, -0.035, -0.434)
C (0.235, -1.757, -1.556)
H (-0.686, -2.064, -2.039)
H (1.131, -2.121, -2.074)
C (0.083, -1.539, 1.264)
C (0.246, -2.367, 0.069)
H (-0.843, -0.952, 1.541)
C (1.541, -3.317, -0.020)
H (-0.599, -3.079, 0.119)
C (1.969, -3.939, 1.269)
H (1.258, -4.045, -0.787)
H (2.377, -2.712, -0.420)
C (1.932, -2.841, 2.331)
H (1.330, -4.772, 1.558)
H (2.970, -4.350, 1.185)
C (0.505, -2.327, 2.451)
H (2.281, -3.184, 3.304)
H (2.578, -2.021, 2.011)
H (-0.165, -3.215, 2.544)
H (0.372, -1.699, 3.330)
C (-2.960, 3.122, -1.298)
N (-1.976, 3.034, -0.210)
C (-0.648, 3.068, -0.443)
S (0.385, 2.087, 0.506)
N (-0.186, 3.864, -1.436)
C (-0.650, 5.247, -1.576)
H (-2.611, 3.781, -2.097)
H (-3.884, 3.517, -0.876)
H (-3.163, 2.124, -1.711)
H (-2.220, 2.317, 0.478)
H (0.808, 3.743, -1.583)
H (-0.786, 5.728, -0.605)
H (0.119, 5.795, -2.127)
H (-1.579, 5.310, -2.143)



This record from the Open Molecules 2025 dataset describes the molecule C9H14S2 in a non-equilibrium geometry. The level of theory is ωB97M-V/def2-TZVPD.

As for the net charge: 0. The value obtained for the energy relative to the best compared isomer or geometry (same formula, charge and spin) is 87.7 kcal/mol. As for the multiplicity: 1.

Element x y z (Å)
C (-2.452, 1.122, 0.909)
C (-1.455, 0.549, 0.534)
C (-0.322, 2.186, -1.579)
C (0.704, 3.130, -2.182)
C (-0.341, -0.085, 0.015)
C (0.980, -2.167, -0.369)
C (-1.007, -2.180, 1.161)
C (1.090, -0.974, 1.822)
C (0.177, -1.353, 0.648)
S (0.682, 0.745, -1.080)
S (2.241, 2.767, -1.274)
H (-3.317, 1.596, 1.267)
H (-0.761, 2.604, -0.673)
H (-1.115, 1.866, -2.259)
H (0.867, 2.938, -3.243)
H (0.430, 4.176, -2.040)
H (1.313, -3.098, 0.084)
H (1.856, -1.612, -0.697)
H (0.373, -2.401, -1.240)
H (-0.648, -3.095, 1.625)
H (-1.577, -1.619, 1.898)
H (-1.670, -2.447, 0.342)
H (1.941, -0.397, 1.465)
H (1.458, -1.873, 2.309)
H (0.553, -0.377, 2.557)



This record from the Open Molecules 2025 dataset describes a structure of composition C32H59N6PS2W. The level of theory is ωB97M-V/def2-TZVPD.

As for the net charge: +4. The value obtained for the energy relative to the best compared isomer or geometry (same formula, charge and spin) is 0.0 kcal/mol. As for the multiplicity: 3.

Element x y z (Å)
W (0.095, 1.708, 0.223)
N (-0.028, 3.948, -0.433)
C (0.065, 4.982, 0.654)
C (0.169, 4.276, 1.982)
N (1.046, 3.067, 1.851)
C (2.437, 3.473, 1.454)
C (3.155, 2.282, 0.894)
N (2.300, 1.759, -0.214)
C (1.150, 2.395, 3.189)
C (-0.080, 1.590, 3.437)
N (-0.288, 0.767, 2.212)
H (0.635, 4.175, -1.170)
H (-0.934, 4.036, -0.885)
H (-0.812, 5.624, 0.644)
H (0.917, 5.626, 0.463)
H (-0.810, 3.937, 2.312)
H (0.564, 4.943, 2.750)
H (2.955, 3.895, 2.315)
H (2.383, 4.252, 0.697)
H (3.290, 1.485, 1.621)
H (4.141, 2.557, 0.525)
H (2.679, 0.863, -0.519)
H (2.421, 2.373, -1.016)
H (1.310, 3.147, 3.963)
H (2.023, 1.744, 3.180)
H (-0.953, 2.204, 3.612)
H (0.046, 0.946, 4.306)
H (-1.219, 0.356, 2.214)
H (0.326, -0.041, 2.279)
C (-3.209, 2.285, 2.424)
C (-3.127, 2.380, 0.933)
N (-2.100, 2.092, 0.125)
C (-2.474, 2.263, -1.217)
C (-3.729, 2.723, -1.397)
S (-4.505, 2.879, 0.101)
C (-1.539, 1.918, -2.284)
C (-1.843, 1.791, -3.591)
S (-0.431, 1.508, -4.486)
C (0.534, 1.560, -3.108)
N (-0.178, 1.744, -1.984)
C (2.022, 1.546, -3.302)
H (-2.631, 3.069, 2.915)
H (-2.904, 1.305, 2.789)
H (-4.240, 2.420, 2.751)
H (-4.235, 2.958, -2.325)
H (-2.813, 1.852, -4.069)
H (2.262, 1.217, -4.313)
H (2.547, 0.882, -2.626)
H (2.426, 2.561, -3.215)
C (-0.075, -4.535, 2.698)
C (-1.376, -3.735, 2.778)
C (-1.482, -2.691, 1.636)
C (-0.076, -2.275, 1.157)
C (0.821, -2.183, 2.418)
C (1.152, -3.615, 2.875)
P (-0.006, -0.995, -0.202)
C (1.592, -1.376, -1.048)
C (2.805, -1.293, -0.094)
C (4.098, -1.150, -0.911)
C (4.148, -2.189, -2.063)
C (3.108, -3.285, -1.852)
C (1.679, -2.721, -1.831)
C (-1.423, -1.317, -1.348)
C (-2.811, -0.961, -0.772)
C (-3.830, -0.831, -1.920)
C (-3.564, -1.871, -3.026)
C (-2.888, -3.103, -2.434)
C (-1.475, -2.761, -1.922)
H (-0.026, -5.067, 1.745)
H (-0.067, -5.306, 3.464)
H (-1.448, -3.245, 3.753)
H (-2.234, -4.402, 2.717)
H (-2.045, -1.816, 1.988)
H (-2.048, -3.115, 0.808)
H (0.329, -3.103, 0.564)
H (0.241, -1.727, 3.232)
H (1.744, -1.615, 2.287)
H (1.468, -3.590, 3.918)
H (2.002, -3.992, 2.302)
H (1.667, -0.574, -1.782)
H (2.847, -2.212, 0.493)
H (2.721, -0.505, 0.659)
H (4.958, -1.256, -0.250)
H (4.173, -0.135, -1.335)
H (5.144, -2.623, -2.120)
H (3.976, -1.704, -3.027)
H (3.322, -3.827, -0.928)
H (3.168, -4.027, -2.647)
H (1.005, -3.474, -1.430)
H (1.361, -2.536, -2.859)
H (-1.225, -0.627, -2.179)
H (-2.794, -0.058, -0.163)
H (-3.131, -1.760, -0.109)
H (-3.808, 0.180, -2.341)
H (-4.831, -0.973, -1.510)
H (-2.927, -1.450, -3.813)
H (-4.500, -2.144, -3.511)
H (-2.799, -3.895, -3.176)
H (-3.504, -3.512, -1.628)
H (-0.773, -2.844, -2.748)
H (-1.176, -3.499, -1.174)